{"formula": "C12H10Br2O10Pd", "method": "ωB97M-V/def2-TZVPD", "e_homo_ev": [-1.20, -1.17], "homo_lumo_gap_ev": [4.75, 4.72], "spin_multiplicity": 3, "e_above_lowest_kcal_mol": 0.00, "lumo_energy_ev": [3.550, 3.549], "charge": -2, "species": ["Pd", "Br", "Br", "C", "C", "C", "O", "C", "C", "C", "O", "O", "O", "H", "H", "C", "C", "O", "C", "O", "O", "H", "H", "H", "H", "C", "C", "O", "C", "O", "O", "H", "H", "H", "H"], "positions_angstrom": [[-3.118, -22.138, 17.168], [-0.821, -23.318, 16.388], [-2.526, -19.543, 17.323], [-6.414, -21.979, 14.395], [-7.818, -21.881, 14.600], [-8.346, -21.809, 16.085], [-9.560, -21.743, 16.247], [-7.373, -21.820, 17.125], [-6.023, -21.943, 16.859], [-5.501, -22.037, 15.436], [-4.250, -22.084, 15.245], [-5.176, -21.927, 17.815], [-8.665, -21.853, 13.703], [-6.032, -21.869, 13.387], [-7.761, -21.646, 18.122], [-1.656, -23.911, 22.344], [-2.321, -22.575, 22.782], [-2.814, -22.029, 21.586], [-2.360, -22.729, 20.519], [-2.581, -22.496, 19.391], [-1.530, -23.742, 20.946], [-2.269, -24.763, 22.633], [-0.648, -23.913, 22.753], [-1.566, -21.921, 23.230], [-3.076, -22.718, 23.555], [-4.172, -27.496, 19.119], [-4.050, -26.318, 20.104], [-3.974, -25.182, 19.265], [-4.050, -25.539, 17.954], [-3.976, -24.796, 17.049], [-4.084, -26.900, 17.842], [-5.128, -28.011, 19.237], [-3.396, -28.253, 19.236], [-3.206, -26.368, 20.789], [-4.975, -26.245, 20.681]], "atomic_forces_ev_per_a": [[-0.20, 0.26, -1.10], [-0.20, 0.14, 0.23], [-0.04, -0.42, 0.07], [-0.02, 0.20, 0.03], [-0.26, -0.16, 0.17], [0.46, -0.16, -0.55], [-0.31, 0.08, 0.28], [-0.51, 0.06, -0.60], [-0.19, 0.18, 1.04], [-0.43, 0.34, -0.53], [0.52, -0.11, 0.76], [0.56, -0.14, -0.22], [0.21, 0.08, -0.04], [-0.03, -0.26, -0.03], [0.33, -0.16, 0.16], [0.10, 1.56, 0.28], [0.85, -0.57, 0.58], [-0.51, 0.06, -0.01], [0.65, -0.31, 0.08], [-0.02, 0.12, 0.34], [-0.63, -0.21, -0.12], [0.19, -0.25, -0.26], [-0.06, -0.64, 0.14], [-0.04, 0.19, -0.29], [-0.41, 0.04, -0.41], [0.10, -0.25, 0.35], [-0.83, -0.16, -0.18], [-0.03, -0.07, 0.08], [0.93, -0.08, 0.36], [-0.36, 0.23, -0.37], [-0.27, -0.03, 0.04], [-0.08, 0.13, -0.15], [0.18, 0.17, -0.11], [0.22, 0.06, -0.21], [0.14, 0.08, 0.17]], "mulliken_charge": [1.11, -0.77, -0.64, -0.93, 0.45, 0.48, -0.72, -1.03, 0.84, 1.01, -0.93, -0.76, -0.73, 0.34, 0.37, -0.23, -0.37, -0.35, 0.43, -0.20, -0.30, 0.20, 0.31, 0.25, 0.28, -0.35, -0.24, -0.18, 0.44, -0.31, -0.40, 0.24, 0.27, 0.16, 0.29]}

{"formula": "C12H10F3NO5", "method": "ωB97M-V/def2-TZVPD", "smiles": "CC1=CC(=O)C(OC#N)=CC1=O.CCOC(=O)C(F)(F)F", "e_homo_ev": -11.00, "homo_lumo_gap_ev": 9.13, "lumo_energy_ev": -1.867, "charge": 0, "species": ["C", "C", "C", "C", "O", "C", "O", "C", "N", "C", "C", "O", "H", "H", "H", "H", "H", "C", "C", "O", "C", "O", "C", "F", "F", "F", "H", "H", "H", "H", "H"], "positions_angstrom": [[-2.644, 1.301, -1.951], [-1.360, 1.963, -1.562], [-1.245, 3.227, -1.149], [0.085, 3.775, -0.771], [0.254, 4.629, 0.058], [1.241, 3.120, -1.479], [2.400, 3.896, -1.601], [2.640, 4.307, -2.807], [2.858, 4.687, -3.869], [1.174, 1.858, -1.865], [-0.106, 1.133, -1.609], [-0.123, -0.059, -1.415], [-2.696, 0.284, -1.561], [-3.497, 1.884, -1.605], [-2.694, 1.233, -3.043], [-2.106, 3.876, -1.033], [1.997, 1.331, -2.335], [1.454, -2.444, 0.500], [0.100, -2.081, 1.067], [-0.413, -3.143, 1.907], [0.052, -3.182, 3.144], [0.835, -2.436, 3.654], [-0.611, -4.350, 3.911], [-0.621, -5.471, 3.184], [-1.880, -4.032, 4.206], [0.036, -4.589, 5.045], [1.397, -3.387, -0.043], [1.777, -1.665, -0.189], [2.197, -2.543, 1.290], [-0.638, -1.967, 0.279], [0.139, -1.158, 1.644]], "atomic_forces_ev_per_a": [[0.03, 0.06, -0.01], [0.01, 0.05, -0.03], [0.03, -0.13, 0.02], [-0.06, -0.13, -0.06], [-0.01, 0.26, -0.17], [-0.06, -0.06, 0.07], [-0.03, -0.06, 0.17], [-0.05, 0.00, 0.06], [0.08, 0.04, -0.15], [-0.05, 0.04, -0.09], [0.01, 0.13, -0.01], [-0.02, -0.08, -0.21], [0.01, 0.08, 0.03], [0.04, -0.09, -0.02], [0.00, -0.04, 0.09], [0.09, -0.02, 0.17], [-0.02, -0.04, 0.16], [0.04, -0.11, 0.09], [0.06, 0.16, -0.19], [-0.02, -0.02, 0.08], [-0.04, 0.01, -0.04], [0.00, -0.02, 0.00], [0.03, 0.02, 0.01], [0.00, -0.01, 0.00], [-0.01, 0.00, 0.00], [-0.01, 0.00, 0.00], [-0.01, 0.02, -0.03], [-0.02, 0.01, -0.01], [-0.01, 0.04, 0.00], [-0.03, -0.07, 0.03], [0.01, -0.05, 0.07]], "mulliken_charge": [-1.28, 0.73, -0.56, 0.28, -0.50, 0.44, -0.39, 0.48, -0.40, -0.51, 0.39, -0.52, 0.29, 0.37, 0.30, 0.42, 0.46, -1.07, -0.08, -0.33, 0.32, -0.51, 0.90, -0.25, -0.25, -0.24, 0.31, 0.30, 0.35, 0.24, 0.30]}

{"formula": "C12H10F9NOY", "method": "ωB97M-V/def2-TZVPD", "e_homo_ev": [-3.73, -2.39], "homo_lumo_gap_ev": [6.77, 5.49], "lumo_energy_ev": [3.036, 3.094], "charge": -1, "species": ["C", "C", "C", "C", "C", "Y", "C", "C", "C", "N", "H", "H", "H", "H", "H", "H", "H", "H", "H", "H", "F", "C", "F", "F", "C", "O", "C", "F", "F", "F", "C", "F", "F", "F"], "positions_angstrom": [[-3.047, 0.850, -0.298], [-2.641, 1.257, -1.605], [-1.568, 2.194, -1.467], [-1.308, 2.356, -0.072], [-2.221, 1.528, 0.651], [-0.609, -0.130, -0.581], [-0.555, -1.213, -2.799], [-1.537, -1.850, -2.157], [-2.500, -2.722, -1.856], [-1.260, -1.656, 0.713], [-0.994, 2.625, -2.274], [-3.041, 0.859, -2.528], [-0.535, 2.966, 0.371], [-2.298, 1.447, 1.729], [-3.845, 0.156, -0.069], [-0.778, -0.292, -3.373], [-1.264, -2.415, 1.378], [0.531, -1.439, -2.652], [-2.894, -3.462, -2.566], [-2.973, -2.749, -0.866], [3.139, -1.407, -0.354], [3.358, -0.188, 0.230], [4.580, -0.167, 0.813], [3.310, 0.731, -0.779], [2.207, 0.119, 1.264], [1.059, 0.144, 0.555], [2.122, -1.009, 2.377], [3.265, -1.035, 3.115], [1.057, -0.781, 3.193], [1.924, -2.229, 1.802], [2.327, 1.550, 1.898], [3.471, 1.696, 2.606], [2.275, 2.485, 0.904], [1.244, 1.781, 2.698]], "atomic_forces_ev_per_a": [[0.40, 0.98, -0.28], [0.17, 0.21, 0.83], [-0.32, -0.40, 0.55], [-0.69, -0.33, -0.24], [-0.28, 0.34, -0.88], [-1.64, -0.58, 1.86], [1.22, 1.15, -1.12], [-1.60, -2.58, 0.91], [0.32, 0.54, -0.08], [0.12, 0.60, -1.12], [-0.06, 0.13, -0.03], [-0.01, 0.12, -0.01], [0.00, 0.02, -0.05], [0.12, -0.08, -0.19], [0.23, -0.01, -0.02], [0.16, -0.67, 0.17], [-0.07, -0.33, 0.16], [-0.97, -0.21, -0.32], [0.28, 0.26, -0.23], [0.40, 0.23, -0.52], [0.68, 1.21, 0.57], [-0.72, 0.03, 0.10], [-0.44, -0.15, -0.85], [0.56, -0.85, 0.86], [-1.32, -0.06, -0.80], [2.48, 0.23, 0.93], [-0.67, 0.05, -0.54], [-0.80, -0.35, -0.12], [1.33, -0.32, -0.53], [0.50, 1.19, 0.86], [-0.54, -0.33, -0.37], [-0.70, 0.50, -0.19], [0.41, -0.56, 1.18], [1.43, 0.02, -0.50]], "mulliken_charge": [-0.23, -0.59, -0.75, -0.55, -0.45, 1.02, -0.85, 0.54, -0.85, -0.61, 0.43, 0.52, 0.48, 0.36, 0.37, 0.31, 0.03, 0.38, 0.28, 0.24, -0.23, 0.57, -0.25, -0.24, 0.38, -1.00, 0.54, -0.26, -0.22, -0.22, 0.58, -0.26, -0.24, -0.23]}

{"formula": "C12H10N2S2", "method": "ωB97M-V/def2-TZVPD", "e_homo_ev": -8.48, "homo_lumo_gap_ev": 9.07, "e_above_lowest_kcal_mol": 0.00, "lumo_energy_ev": 0.590, "charge": 0, "species": ["C", "C", "C", "C", "C", "C", "C", "C", "C", "C", "C", "C", "N", "N", "S", "S", "H", "H", "H", "H", "H", "H", "H", "H", "H", "H"], "positions_angstrom": [[1.310, -3.200, 0.795], [-3.165, -1.304, 0.087], [1.182, -1.873, 1.022], [-1.875, -0.802, 0.509], [1.744, -3.463, -0.493], [-3.652, -0.599, -0.977], [1.249, -1.029, -0.127], [-1.338, 0.166, -0.153], [-0.031, 2.191, -0.057], [1.331, 2.548, -0.203], [-0.093, 0.806, -0.031], [1.739, 4.052, -0.037], [2.102, 1.428, -0.392], [1.143, 0.327, -0.279], [1.966, -2.025, -1.374], [-2.309, 0.322, -1.597], [1.171, -4.086, 1.446], [-3.883, -2.025, 0.664], [0.982, -1.350, 2.015], [-1.484, -1.056, 1.451], [2.038, -4.338, -0.953], [-4.611, -0.733, -1.391], [-0.918, 2.844, 0.131], [1.789, 4.424, -1.001], [2.655, 4.201, 0.494], [0.957, 4.576, 0.453]], "atomic_forces_ev_per_a": [[0.80, -3.50, -1.02], [-1.83, -0.17, 1.28], [-1.59, 5.14, 1.14], [-2.64, -3.07, 3.01], [-0.16, 2.45, 0.85], [2.78, -0.87, 0.66], [3.57, -3.82, 0.59], [-0.82, -0.44, -3.19], [-0.44, 0.15, 0.86], [-0.01, -1.05, 0.50], [0.72, 3.77, -1.10], [0.08, -3.03, 0.17], [-1.76, -0.07, 0.97], [-0.27, 2.70, 0.54], [-1.00, 0.36, -0.29], [-1.01, 1.72, -0.80], [0.02, 1.18, 0.00], [1.86, 1.39, -0.93], [0.04, -1.07, -1.34], [0.53, -0.73, 1.04], [0.35, -1.82, -0.60], [-0.64, 0.15, -0.84], [1.13, -0.60, -0.31], [0.48, 1.10, -1.96], [0.60, -0.08, 0.17], [-0.78, 0.21, 0.60]], "mulliken_charge": [-0.67, -0.52, -0.21, -0.14, -0.29, -0.43, 0.18, -0.05, -0.38, 0.53, -0.07, -1.25, -0.89, 0.78, -0.16, -0.14, 0.33, 0.25, 0.41, 0.42, 0.49, 0.48, 0.31, 0.33, 0.38, 0.34]}

{"formula": "C12H11BN2OS", "method": "ωB97M-V/def2-TZVPD", "smiles": "NB(O)c1ccc2c(c1)Nc1ccccc1S2", "e_homo_ev": -7.87, "homo_lumo_gap_ev": 7.69, "e_above_lowest_kcal_mol": 162.65, "lumo_energy_ev": -0.182, "charge": 0, "species": ["N", "B", "O", "C", "C", "C", "C", "C", "C", "N", "C", "C", "C", "C", "C", "C", "S", "H", "H", "H", "H", "H", "H", "H", "H", "H", "H", "H"], "positions_angstrom": [[1.651, 1.902, -4.830], [1.264, 0.846, -3.852], [1.743, -0.516, -4.146], [0.403, 1.073, -2.496], [0.050, 2.457, -1.878], [-0.755, 2.635, -0.536], [-1.201, 1.333, 0.168], [-0.894, -0.091, -0.440], [-0.094, -0.225, -1.765], [-1.359, -1.318, 0.232], [-0.989, -1.377, 1.653], [-0.263, -2.621, 2.277], [0.124, -2.697, 3.797], [-0.246, -1.509, 4.716], [-0.957, -0.232, 4.130], [-1.310, -0.177, 2.628], [-2.126, 1.284, 1.793], [2.017, 2.696, -4.262], [2.497, 1.520, -5.306], [2.482, -0.654, -3.499], [0.391, 3.435, -2.381], [-0.995, 3.667, -0.101], [0.108, -1.278, -2.150], [-1.062, -2.149, -0.294], [0.042, -3.531, 1.643], [0.666, -3.598, 4.259], [0.016, -1.534, 5.835], [-1.205, 0.658, 4.806]], "atomic_forces_ev_per_a": [[1.43, -1.13, 2.21], [0.32, -0.49, -0.51], [0.26, 1.96, 1.31], [-2.08, 0.04, 3.07], [-1.11, -2.02, 1.74], [1.05, -4.13, -1.65], [1.54, -0.96, -2.24], [1.33, 2.46, -2.15], [-1.06, 3.55, 2.19], [1.43, 1.85, 1.30], [1.22, -0.83, 4.00], [-0.39, 2.11, 1.94], [-2.14, 3.60, -1.14], [-0.74, 0.24, -3.30], [0.96, -2.85, -2.26], [1.51, -2.69, 0.21], [1.51, -1.03, -0.58], [-0.81, -0.32, -0.86], [-1.03, 0.44, 0.06], [-1.02, -0.19, -0.79], [-0.56, -1.84, 0.74], [0.45, -1.84, -0.72], [-0.19, 1.75, 0.37], [-0.14, 0.54, 0.51], [-0.67, 1.72, 0.87], [-1.00, 1.52, -1.06], [-0.49, 0.05, -2.05], [0.43, -1.52, -1.22]], "mulliken_charge": [-0.64, 0.40, -0.60, 0.10, -0.42, -0.55, 0.38, 0.34, -0.48, -0.28, 0.35, -0.45, -0.48, -0.36, -0.42, 0.35, -0.23, 0.29, 0.27, 0.32, 0.18, 0.31, 0.23, 0.33, 0.18, 0.30, 0.28, 0.30]}

{"formula": "C12H11BrCl2O2Pd", "method": "ωB97M-V/def2-TZVPD", "e_homo_ev": [0.36, 0.36], "homo_lumo_gap_ev": [4.58, 4.58], "spin_multiplicity": 3, "e_above_lowest_kcal_mol": 0.00, "lumo_energy_ev": [4.941, 4.939], "charge": -2, "species": ["C", "C", "C", "H", "C", "C", "H", "H", "H", "H", "Pd", "Br", "C", "C", "C", "H", "C", "C", "H", "H", "H", "H", "Cl", "C", "Cl", "C", "O", "O", "H"], "positions_angstrom": [[-0.387, 2.190, -0.691], [0.632, 3.139, -0.352], [1.739, 2.969, -1.252], [0.587, 3.849, 0.463], [1.400, 1.903, -2.157], [0.084, 1.420, -1.812], [-0.453, 0.608, -2.291], [-1.334, 2.051, -0.168], [2.692, 3.482, -1.194], [2.077, 1.475, -2.888], [1.359, 1.262, -0.239], [0.722, 0.931, 2.516], [-2.174, -1.915, 1.317], [-2.609, -1.773, -0.036], [-3.308, -0.531, -0.156], [-2.469, -2.508, -0.830], [-3.306, 0.096, 1.134], [-2.607, -0.760, 2.038], [-2.364, -0.532, 3.075], [-1.602, -2.746, 1.715], [-3.798, -0.155, -1.049], [-3.722, 1.073, 1.369], [4.311, -2.294, 1.420], [3.030, -2.700, 0.280], [2.078, -4.085, 0.798], [2.139, -1.472, -0.037], [2.832, -0.370, -0.137], [0.920, -1.630, -0.179], [3.533, -2.978, -0.656]], "atomic_forces_ev_per_a": [[-1.49, 1.39, -0.78], [-1.15, 1.91, -0.57], [-0.02, 1.17, -1.15], [0.00, -0.20, -0.04], [-0.31, 0.93, -1.96], [-0.74, 0.84, -1.52], [0.15, 0.08, 0.26], [0.40, -0.17, -0.14], [-0.20, -0.01, -0.10], [-0.24, 0.10, 0.01], [3.05, -6.26, 6.76], [0.47, 0.31, -0.43], [-0.84, 0.87, -0.44], [-0.32, 0.42, 0.65], [0.35, -0.43, 0.87], [0.07, 0.22, 0.14], [0.37, -0.76, -0.25], [-0.11, -0.26, -0.84], [-0.04, -0.03, -0.26], [0.05, 0.15, -0.04], [0.06, 0.02, 0.00], [0.04, -0.12, -0.01], [0.28, -0.15, 0.36], [-0.01, 0.24, -0.90], [0.03, -0.27, 0.15], [-0.71, 1.45, 0.12], [-0.82, -1.64, -0.12], [1.84, 0.21, -0.11], [-0.15, -0.01, 0.34]], "mulliken_charge": [-0.45, -0.59, -0.41, 0.41, -0.66, -0.36, 0.43, 0.35, 0.38, 0.43, 0.68, -0.67, -0.55, -0.52, -0.65, 0.36, -0.60, -0.48, 0.37, 0.37, 0.38, 0.46, -0.20, 0.20, -0.18, 0.59, -0.78, -0.53, 0.22]}